Entry 1:
Density functional theory data (the ωB97M-V functional and the def2-TZVPD basis) for 4 unconnected molecules or ions with the total composition C40H67Br2F13N2O9S in a non-equilibrium geometry.

Properties
Energy = -9195.35337 a.u.
Gap between HOMO and LUMO = 8.773 eV
Net charge = 0
SMILES = CCCCN[C@]1(/C(Br)=C(/C)Br)C(=O)N[C@@](CCC(F)(F)C(F)(F)C(F)(F)C(F)(F)C(F)(F)C(F)(F)F)(CC(=O)O)[C@@]1(S)COCCOCCOCC.CCOCC.CCOCC.CCOCC

Structure (XYZ):
```
134
Properties=species:S:1:pos:R:3:mulliken_charge:R:1
C -5.4406 -4.2798 -2.9434 -1.432
C -3.9404 -3.9622 -3.0089 0.037
C -3.3604 -3.9695 -1.5904 -0.887
C -2.0642 -3.1492 -1.5029 1.367
N -1.8616 -2.3696 -0.2753 0.129
C -0.9012 -2.8759 0.6857 0.019
C -1.0253 -4.3733 0.9664 -0.534
Br 0.3790 -5.5974 0.5027 -0.028
C -2.0949 -4.9711 1.5134 0.323
C -2.2029 -6.4439 1.7631 -1.570
Br -3.6343 -4.0256 2.0850 -0.126
C -1.0683 -2.0428 1.9946 -0.148
O -2.0512 -1.4563 2.3770 -0.647
N 0.1716 -2.0589 2.6144 0.214
C 1.2927 -2.2419 1.6974 2.395
C 2.1413 -0.9580 1.8568 -2.160
C 2.5387 -0.7263 3.3099 -1.268
C 3.7107 0.2260 3.3987 1.101
F 4.8401 -0.3796 3.0000 -0.293
F 3.4983 1.2579 2.5290 -0.396
C 3.8431 0.9412 4.7732 0.295
F 2.6529 1.5056 5.0416 -0.280
F 4.7366 1.9433 4.6643 -0.300
C 4.3429 0.0423 5.9227 0.680
F 5.6427 -0.2324 5.6343 -0.304
F 3.6847 -1.1389 5.9391 -0.251
C 4.3581 0.6689 7.3384 0.429
F 5.1364 1.7675 7.3455 -0.262
F 4.9344 -0.2546 8.1440 -0.293
C 2.9941 1.0495 7.9918 0.600
F 2.5523 2.2422 7.5435 -0.250
F 3.2546 1.1899 9.3185 -0.292
C 1.8495 0.0022 7.9025 0.656
F 0.8889 0.3765 8.7794 -0.275
F 1.3051 -0.0419 6.6781 -0.190
F 2.3030 -1.2159 8.2614 -0.242
C 2.2987 -3.3928 2.0083 -0.989
C 2.1095 -4.2389 3.2547 -0.318
O 3.0755 -4.5768 3.9135 -0.589
O 0.8457 -4.6781 3.6016 -0.384
C 0.5407 -2.3052 0.3186 0.498
S 0.0837 -0.5923 -0.2845 -0.395
C 1.3265 -3.0132 -0.8393 -1.778
O 1.3847 -2.2460 -2.0278 -0.251
C 2.1377 -2.8763 -3.0625 -0.593
C 1.3053 -2.9897 -4.3214 -0.588
O 1.4705 -1.8943 -5.1921 -0.524
C 0.9564 -0.6966 -4.6415 -0.792
C -0.5450 -0.7237 -4.4757 1.391
O -0.9657 0.5410 -4.0162 -0.385
C -2.3972 0.5200 -3.8521 -0.075
C -2.7224 1.0831 -2.4875 -0.546
H -6.0034 -3.4006 -2.6572 0.359
H -5.6082 -5.0370 -2.1833 0.319
H -5.8174 -4.6835 -3.8751 0.403
H -3.4313 -4.6686 -3.6525 0.383
H -3.8585 -2.9558 -3.4027 0.024
H -3.2126 -4.9979 -1.2822 0.182
H -4.1074 -3.5062 -0.9521 0.369
H -1.2204 -3.8011 -1.7125 -0.123
H -2.0965 -2.4353 -2.3217 -1.129
H -2.7634 -2.2323 0.1626 0.567
H -1.4438 -6.7691 2.4621 0.337
H -3.1791 -6.6849 2.1577 0.460
H -2.0968 -6.9649 0.8191 0.373
H 0.2331 -2.3435 3.5706 0.349
H 1.5902 -0.0867 1.5424 0.742
H 3.0234 -1.0063 1.2229 0.414
H 2.8524 -1.6414 3.8067 0.474
H 1.6871 -0.3137 3.8325 0.399
H 3.2791 -2.9650 2.1340 0.682
H 2.3890 -4.0919 1.1900 0.877
H 0.5930 -4.2464 4.4199 0.308
H 1.3168 -0.0518 -0.3596 0.114
H 0.8792 -3.9553 -1.1153 0.385
H 2.3583 -3.1408 -0.5123 0.805
H 2.9985 -2.2477 -3.2753 0.386
H 2.4811 -3.8650 -2.7696 0.527
H 0.2614 -3.1620 -4.0711 0.220
H 1.6464 -3.8617 -4.8703 0.475
H 1.4420 -0.4244 -3.7062 0.220
H 1.1835 0.0923 -5.3509 0.475
H -0.8114 -1.4685 -3.7238 -1.081
H -0.9885 -1.0106 -5.4306 0.332
H -2.7673 -0.4986 -3.8873 0.091
H -2.8254 1.1182 -4.6503 0.385
H -2.3046 2.0813 -2.4114 0.164
H -3.7994 1.1345 -2.3635 0.431
H -2.3059 0.4697 -1.6980 -0.249
C 7.3835 1.6045 2.8073 -1.087
C 7.7256 1.2220 1.3775 -0.468
O 6.8543 1.7830 0.4134 -0.438
C 6.8273 3.1958 0.3577 -0.196
C 8.1636 3.8219 -0.0061 -1.127
H 6.3374 1.4172 3.0111 0.277
H 7.9875 1.0336 3.5136 0.432
H 7.5724 2.6647 2.9881 0.373
H 7.6308 0.1421 1.2584 0.366
H 8.7677 1.4727 1.1481 0.353
H 6.4500 3.6105 1.2994 0.215
H 6.0920 3.4409 -0.4089 0.364
H 8.9017 3.6923 0.7872 0.268
H 8.0442 4.8923 -0.1752 0.412
H 8.5652 3.3647 -0.9112 0.280
C -8.5628 3.4510 -0.5717 -1.044
C -7.3576 2.5424 -0.3943 -0.380
O -6.3284 2.7684 -1.3381 -0.352
C -5.7416 4.0551 -1.3155 0.478
C -5.0550 4.3883 -0.0012 -1.212
H -8.9135 3.4221 -1.6040 0.291
H -9.3733 3.1334 0.0846 0.391
H -8.3280 4.4887 -0.3291 0.258
H -7.6621 1.5061 -0.5419 0.337
H -6.9659 2.6137 0.6267 0.319
H -6.4821 4.8213 -1.5740 0.330
H -4.9979 4.0566 -2.1117 -0.428
H -5.7719 4.5063 0.8131 0.330
H -4.5005 5.3228 -0.0916 0.404
H -4.3636 3.5926 0.2791 0.298
C -3.8959 6.4834 -4.8986 -1.293
C -3.6276 5.0379 -4.5129 -0.041
O -2.9653 4.2907 -5.5101 -0.431
C -1.6738 4.7403 -5.8685 -0.343
C -0.6918 4.7065 -4.7121 -0.872
H -4.3933 6.5327 -5.8678 0.312
H -4.5304 6.9612 -4.1514 0.400
H -2.9735 7.0624 -4.9688 0.289
H -4.5795 4.5315 -4.3496 0.335
H -3.0738 4.9813 -3.5673 0.201
H -1.7212 5.7413 -6.3133 0.324
H -1.3340 4.0651 -6.6539 0.353
H -0.9433 5.4469 -3.9502 0.293
H 0.3177 4.9224 -5.0626 0.393
H -0.6977 3.7242 -4.2366 0.091
```

Entry 2:
Density functional theory data (the ωB97M-V functional and the def2-TZVPD basis) for a molecular structure, C29H46ClN2O6PTi.

Properties
Energy = -3344.27710 a.u.
Gap between HOMO and LUMO = 7.078 eV
Net charge = +2
ΔE to the lowest compared entry with this formula, charge and spin = 0.0 kcal per mole

Structure (XYZ):
```
86
Properties=species:S:1:pos:R:3:mulliken_charge:R:1
Ti -1.6417 -0.3122 -0.1243 -0.817
Cl -3.4676 -1.8051 -7.0035 -0.154
C -3.0878 -1.1855 -5.4486 -0.049
C -3.5643 0.0771 -5.0676 -0.646
C -3.2755 0.6070 -3.8263 -1.008
C -2.5099 -0.1180 -2.9244 0.266
O -2.2005 0.3960 -1.7280 0.723
C -2.0274 -1.3887 -3.3022 1.118
C -1.2013 -2.1287 -2.4240 -0.164
O -0.8972 -1.7900 -1.2532 -0.079
C -2.3205 -1.9105 -4.5762 -1.146
H -4.1685 0.6389 -5.7681 0.486
H -3.6470 1.5830 -3.5437 0.488
H -0.7692 -3.0639 -2.7887 0.386
H -1.9436 -2.8856 -4.8607 0.521
C -5.1491 1.0286 1.6387 -0.614
O -4.5727 2.1428 0.9011 -0.504
C -3.3207 2.0802 0.5754 0.548
O -2.5823 1.0953 0.8691 0.076
N -2.8717 3.1498 -0.0691 -0.384
N -1.5400 3.2102 -0.4781 -0.275
H -6.1752 1.3210 1.8232 0.336
H -4.6152 0.8934 2.5754 0.299
H -5.1092 0.1291 1.0303 0.197
H -3.5149 3.9157 -0.2255 0.269
H -1.1048 4.0359 -0.0816 0.344
H -1.4959 3.2615 -1.4901 0.256
C -3.6028 -3.1063 1.7854 -1.432
C -2.8918 -2.0480 1.0362 1.080
O -3.3406 -1.5310 -0.0372 -0.380
O -1.7538 -1.5929 1.4172 -0.651
H -4.6478 -3.1498 1.4934 0.407
H -3.4923 -2.9427 2.8557 0.359
H -3.1302 -4.0628 1.5475 0.350
C 3.4867 -3.4998 0.6173 -0.800
C 2.4399 -3.3874 1.7392 -0.788
C 1.3269 -2.3878 1.3869 -0.930
C 1.9284 -1.2304 0.5748 0.853
C 2.3818 -1.7434 -0.8119 -0.577
C 2.8431 -3.2099 -0.7344 -0.893
P 0.8295 0.2391 0.4790 0.534
C 0.9070 1.1464 2.0861 0.417
C 2.3347 1.2184 2.6917 -1.363
C 2.5069 0.2176 3.8321 -0.164
C 1.5683 0.5530 5.0004 -0.998
C 0.2493 1.1701 4.5058 -1.001
C -0.1111 0.6273 3.1252 0.036
C 1.4615 1.4374 -0.7712 0.656
C 1.2040 1.0652 -2.2406 0.160
C 1.3077 2.3324 -3.1052 -0.755
C 2.4054 3.2808 -2.5870 -0.784
C 3.4945 2.4907 -1.8676 -0.911
C 2.9407 1.8458 -0.5845 -0.897
H 3.9411 -4.4894 0.6248 0.503
H 4.3010 -2.7884 0.7837 0.295
H 2.9263 -3.0817 2.6679 0.232
H 1.9889 -4.3623 1.9307 0.474
H 0.8367 -2.0424 2.2962 0.104
H 0.5543 -2.8702 0.7848 0.249
H 2.8068 -0.8690 1.1175 1.039
H 3.2022 -1.1217 -1.1749 0.278
H 1.5717 -1.6577 -1.5361 -0.242
H 3.5345 -3.4146 -1.5514 0.548
H 1.9885 -3.8792 -0.8733 0.286
H 0.5941 2.1563 1.7985 0.707
H 2.4892 2.2283 3.0796 0.638
H 3.1029 1.0704 1.9354 0.383
H 3.5439 0.2145 4.1671 0.662
H 2.3020 -0.7919 3.4636 -0.376
H 2.0598 1.2456 5.6845 0.360
H 1.3634 -0.3537 5.5719 0.368
H 0.3375 2.2591 4.4451 0.362
H -0.5534 0.9656 5.2139 0.453
H -1.1176 0.9339 2.8386 -0.090
H -0.1168 -0.4636 3.1632 0.049
H 0.8344 2.3095 -0.5583 0.280
H 0.2275 0.5975 -2.3787 -0.804
H 1.9487 0.3407 -2.5676 0.397
H 0.3438 2.8525 -3.1227 0.141
H 1.5173 2.0431 -4.1357 0.517
H 1.9825 4.0132 -1.8915 0.272
H 2.8256 3.8546 -3.4117 0.493
H 4.3371 3.1327 -1.6132 0.518
H 3.8853 1.7211 -2.5383 0.352
H 3.0147 2.5552 0.2412 0.390
H 3.5534 0.9822 -0.3183 0.158
```

Entry 3:
Density functional theory data (the ωB97M-V functional and the def2-TZVPD basis) for 9 unconnected molecules or ions with the total composition C47H114N8O11 in a non-equilibrium geometry.

Properties
Energy = -3122.43575 a.u.
Gap between HOMO and LUMO = 7.456 eV
Net charge = +6
ΔE to the lowest compared entry with this formula, charge and spin = 55.2 kcal per mole

Structure (XYZ):
```
180
Properties=species:S:1:pos:R:3:mulliken_charge:R:1
C 3.5587 15.1275 -1.4564 -0.898
C 2.4018 15.0883 -0.6957 -0.034
C 1.2501 16.0246 -1.0968 0.906
O 0.2164 16.1769 -0.3822 -0.902
C 1.3449 16.6971 -2.2943 -0.330
C 2.4604 16.6629 -3.1934 -0.841
C 3.7357 15.9724 -2.6000 1.493
O 4.8629 16.0110 -3.1290 -1.115
O 2.5074 17.1947 -4.3170 -1.028
O 2.3563 14.2369 0.2522 -0.793
H 4.3508 14.4225 -1.2360 0.431
H 0.4714 17.2491 -2.6196 0.681
C 5.9092 16.5420 -6.5493 -0.991
C 4.9802 17.6039 -7.1659 0.131
C 4.0050 17.0057 -8.1556 -0.950
O 3.0204 17.9977 -8.4021 -0.391
C 2.2316 17.7322 -9.5344 -0.839
N 4.1567 18.3683 -6.1605 0.020
H 3.6176 17.8044 -5.4558 0.253
H 4.7744 19.0159 -5.6730 0.433
H 3.5542 18.9762 -6.7294 0.503
H 5.3243 15.8920 -5.8986 -0.137
H 6.6668 17.0304 -5.9345 0.425
H 6.4153 16.0378 -7.3695 0.545
H 5.6572 18.3263 -7.6201 0.388
H 3.5322 16.0457 -7.9110 0.355
H 4.4950 16.7468 -9.1008 0.596
H 2.6935 17.7442 -10.5215 0.333
H 1.3741 18.4073 -9.5527 0.296
H 1.6923 16.7853 -9.3908 0.343
C 2.8616 13.0542 4.5435 -1.345
C 3.4153 12.0356 3.5703 0.460
C 2.3345 11.0939 3.0663 -0.747
O 2.9132 10.2740 2.0735 -0.333
C 1.9946 9.2966 1.5837 -0.660
N 4.0851 12.7675 2.3864 0.038
H 3.4580 13.3465 1.8006 -0.029
H 4.7869 13.4521 2.6696 0.480
H 4.5141 12.1359 1.7078 0.458
H 3.4751 13.8999 4.8535 0.458
H 2.5148 12.5457 5.4444 0.505
H 1.9368 13.5020 4.1611 -0.076
H 4.1838 11.4402 4.0606 0.378
H 1.5256 11.6640 2.5795 0.183
H 1.7680 10.5210 3.8050 0.610
H 1.5546 8.6924 2.3793 0.352
H 2.4702 8.5170 0.9867 0.289
H 1.2675 9.7772 0.9263 0.158
C -1.4867 16.3045 3.8243 -1.491
C 0.0212 16.4266 3.8851 0.204
C 0.4860 16.0016 5.2843 -0.747
O 1.8616 16.3753 5.3359 -0.346
C 2.4871 16.1468 6.5902 -0.773
N 0.7012 15.6930 2.7493 0.082
H 0.5835 14.6788 2.7779 0.295
H 0.4177 15.9231 1.7832 -0.030
H 1.6949 15.9165 2.6723 0.515
H -2.0290 16.8482 4.5965 0.482
H -1.6691 15.2550 4.0799 0.441
H -1.9534 16.6105 2.8884 0.312
H 0.3707 17.4460 3.7186 0.300
H 0.4066 14.9310 5.4801 0.310
H -0.0550 16.7003 5.9233 0.640
H 3.4376 16.6779 6.6078 0.255
H 2.6379 15.0802 6.7698 0.308
H 1.9484 16.5867 7.4338 0.336
C 3.6085 19.4601 -0.5627 -1.677
C 2.9303 20.5415 -1.3901 1.525
C 3.5883 21.8952 -1.1098 -1.019
O 3.1976 22.8434 -2.0435 -0.277
C 3.6859 24.1751 -1.9352 -0.939
N 3.0863 20.2266 -2.8686 0.036
H 4.0663 20.2645 -3.1553 0.408
H 2.7719 19.2684 -3.0605 -0.135
H 2.5779 20.8658 -3.4841 0.455
H 3.5899 19.7670 0.4852 0.541
H 4.6715 19.2487 -0.6875 0.418
H 3.0049 18.5596 -0.7032 0.303
H 1.8487 20.4671 -1.2835 -0.712
H 4.6858 21.8342 -1.1063 0.498
H 3.3338 22.1174 -0.0655 0.479
H 3.6636 24.5532 -0.9126 0.386
H 3.0512 24.7727 -2.5851 0.306
H 4.6932 24.1644 -2.3619 0.343
C 8.3212 14.4443 -1.7598 -1.284
C 7.8108 15.4092 -0.6875 0.753
C 8.7831 15.9500 0.3783 -0.956
O 9.4211 17.1121 -0.0908 -0.345
C 10.0972 17.7808 0.9841 -0.750
N 6.9560 16.4944 -1.3597 0.106
H 6.3979 17.0704 -0.7359 0.401
H 7.4813 17.0266 -2.0534 0.468
H 6.2379 15.9942 -1.9268 -0.289
H 8.8678 14.9964 -2.5289 0.415
H 7.4932 13.8748 -2.1806 0.194
H 9.0774 13.7743 -1.3533 0.466
H 7.0131 14.8687 -0.1703 0.026
H 9.6241 15.2428 0.4322 0.409
H 8.3751 15.9527 1.3925 0.533
H 11.0677 17.2846 1.1110 0.326
H 9.6364 17.6590 1.9654 0.324
H 10.3530 18.8052 0.7320 0.283
C -3.4289 13.5969 -0.0595 -0.757
N -2.5994 13.3653 -1.3033 -0.049
C -1.1680 12.9493 -0.9757 -0.752
C -3.1754 12.1858 -2.0806 -0.847
C -2.4747 14.6118 -2.2165 -0.169
C -3.7678 15.3099 -2.5059 -0.840
O -4.1046 16.2397 -1.4803 -0.511
H -4.3496 14.0478 -0.4207 0.436
H -2.9906 14.2751 0.6688 0.243
H -3.5238 12.5983 0.3580 0.385
H -0.8006 13.5765 -0.1659 0.026
H -0.5639 13.0499 -1.8737 0.292
H -1.1040 11.9145 -0.6432 0.582
H -2.5212 11.9417 -2.9132 0.372
H -4.1431 12.5163 -2.4551 0.396
H -3.3582 11.3152 -1.4552 0.395
H -1.9189 14.3111 -3.0998 0.406
H -1.8861 15.1970 -1.5048 0.257
H -4.5944 14.6154 -2.6676 0.301
H -3.5882 15.8735 -3.4238 0.495
H -4.3482 17.0858 -1.8628 0.296
C 4.4638 10.9404 -2.6291 -0.819
N 3.8552 11.7272 -3.7507 0.369
C 3.7590 10.8182 -4.9501 -0.939
C 2.4421 12.0327 -3.3598 -1.193
C 4.5933 12.9884 -4.1677 0.952
C 5.8975 12.8138 -4.9757 -1.102
O 6.7132 11.9164 -4.2735 -0.531
H 5.3633 10.4240 -2.9599 0.420
H 3.8769 10.1002 -2.2548 0.441
H 4.6895 11.5891 -1.7855 0.219
H 3.5028 11.3450 -5.8689 0.367
H 3.0725 9.9771 -4.8755 0.395
H 4.7518 10.3974 -5.1099 0.451
H 1.8645 11.1125 -3.3381 0.564
H 2.0032 12.7341 -4.0682 0.451
H 2.3806 12.5082 -2.3797 0.155
H 4.7783 13.5327 -3.2478 -1.032
H 3.8818 13.4539 -4.8508 0.291
H 6.2962 13.8346 -5.0270 0.574
H 5.6853 12.6224 -6.0328 0.486
H 7.6160 12.2490 -4.3580 0.384
C 0.4084 24.5391 0.5190 -1.226
C 0.1245 24.8461 -0.9599 -0.246
C -1.0171 24.0367 -1.6269 -0.788
C -0.6237 22.5709 -1.9392 -0.269
N -1.8059 21.6793 -2.2750 0.250
C -1.4479 20.2376 -2.7185 -0.702
C -1.1831 19.3824 -1.4272 0.928
C -1.6653 20.3428 -0.3225 -1.169
C -2.5684 21.3268 -1.0001 -0.878
C -2.7419 22.4750 -3.2246 -0.889
C -2.1690 22.7061 -4.6195 -0.282
C -3.1382 23.4675 -5.5443 -1.430
H 0.4545 23.4667 0.7387 0.219
H -0.4384 24.9486 1.0708 0.388
H 1.3668 24.9510 0.8251 0.402
H 1.0596 24.5840 -1.4676 -0.237
H 0.0549 25.9273 -1.0596 0.489
H -1.3531 24.5658 -2.5132 0.462
H -1.8016 24.0081 -0.8663 0.233
H 0.0219 22.1740 -1.1595 -0.202
H -0.1237 22.5581 -2.9107 0.519
H -2.2389 19.8330 -3.3437 0.463
H -0.5605 20.4354 -3.3215 0.393
H -1.7883 18.4742 -1.3958 -0.081
H -0.1807 18.9715 -1.3144 -0.514
H -2.0258 19.7764 0.5358 0.680
H -0.7584 20.7614 0.1228 0.347
H -3.5200 20.9204 -1.3445 0.501
H -2.8025 22.2595 -0.4917 0.650
H -3.1664 23.3143 -2.6880 0.499
H -3.4690 21.6626 -3.3031 0.682
H -1.9852 21.7294 -5.0765 0.293
H -1.1704 23.1480 -4.6454 0.330
H -3.3744 24.5123 -5.3490 0.374
H -4.0145 22.8642 -5.7818 0.368
H -2.7098 23.5740 -6.5466 0.411
```

The evaluated E_LUMO for the records listed, in turn: 0.04, -7.32, -12.74 eV.
The evaluated HOMO energy for the records listed, in turn: -8.73, -14.40, -20.20 eV.